(1)
{"formula": "C42H41IrN10O5SSiTe", "method": "ωB97M-V/def2-TZVPD", "elements": ["Ir", "C", "C", "C", "C", "C", "C", "N", "N", "Si", "C", "C", "C", "H", "H", "H", "H", "H", "H", "H", "H", "H", "H", "H", "H", "H", "H", "H", "C", "O", "C", "C", "C", "C", "C", "C", "C", "N", "C", "C", "N", "C", "C", "C", "C", "N", "C", "C", "N", "C", "C", "C", "C", "H", "H", "H", "H", "H", "H", "H", "H", "H", "H", "H", "H", "H", "H", "C", "Te", "C", "H", "H", "H", "H", "H", "H", "N", "C", "O", "C", "C", "N", "C", "N", "H", "H", "O", "C", "N", "S", "O", "O", "C", "C", "C", "C", "C", "C", "H", "H", "H", "H"], "xyz": [[1.3402, -1.5756, 0.6647], [1.5354, -5.7222, 0.2030], [2.1389, -4.8220, -0.8226], [2.7593, -5.3367, -1.9638], [3.4288, -4.4730, -2.8200], [3.5372, -3.1388, -2.4937], [2.8897, -2.6741, -1.3370], [2.1488, -3.5210, -0.5756], [2.9328, -1.4316, -0.8522], [4.1838, -0.2555, -1.1362], [3.9192, 1.0571, 0.2185], [4.0586, 0.5724, -2.8484], [5.8598, -1.1512, -0.8796], [2.2956, -6.4241, 0.5435], [0.7127, -6.2898, -0.2247], [1.1759, -5.1476, 1.0549], [2.7243, -6.3938, -2.1628], [3.8922, -4.8451, -3.7220], [4.0784, -2.4415, -3.1084], [3.1007, 1.7237, -0.0309], [4.8044, 1.6707, 0.3430], [3.6924, 0.6039, 1.1784], [3.0552, 0.9487, -3.0207], [4.3022, -0.0992, -3.6641], [4.7424, 1.4125, -2.9033], [5.7735, -1.9179, -0.1126], [6.6357, -0.4577, -0.5719], [6.2053, -1.6376, -1.7867], [-4.5212, 10.9138, -1.4336], [-3.8405, 10.4694, -0.2812], [-3.3646, 9.2147, -0.2284], [-2.7103, 8.8686, 0.9634], [-2.1836, 7.6135, 1.1397], [-2.2817, 6.6557, 0.1234], [-2.9310, 7.0048, -1.0643], [-3.4673, 8.2603, -1.2445], [-1.7147, 5.3364, 0.2355], [-1.6360, 4.4833, -0.7654], [-1.0287, 3.3816, -0.2751], [-0.7253, 3.5592, 1.0820], [-1.1715, 4.8142, 1.3835], [-0.0998, 2.5540, 1.8582], [0.1810, 2.6524, 3.2284], [0.7528, 1.5792, 3.8765], [1.0550, 0.4361, 3.1420], [0.8174, 0.3268, 1.8492], [0.2358, 1.3433, 1.1851], [-0.0419, 1.1682, -0.2165], [0.3196, 0.0093, -0.7987], [0.0685, -0.1781, -2.0779], [-0.5862, 0.7627, -2.8709], [-0.9787, 1.9533, -2.3058], [-0.6951, 2.1801, -0.9571], [-4.8009, 11.9440, -1.2234], [-5.4213, 10.3218, -1.6182], [-3.8771, 10.8852, -2.3162], [-2.6275, 9.6206, 1.7316], [-1.6815, 7.3871, 2.0687], [-3.0007, 6.2603, -1.8403], [-3.9545, 8.4944, -2.1770], [-1.1317, 5.2681, 2.2806], [-0.0623, 3.5489, 3.7773], [0.9521, 1.6043, 4.9355], [1.4917, -0.4256, 3.6312], [0.3756, -1.1220, -2.5061], [-0.7860, 0.5405, -3.9045], [-1.4978, 2.7149, -2.8631], [4.4125, -1.5260, 3.2918], [3.0300, -3.0062, 2.5328], [2.0386, -3.2080, 4.4399], [5.0111, -1.9571, 4.0872], [3.8700, -0.6646, 3.6665], [5.0525, -1.2224, 2.4729], [2.5691, -2.6146, 5.1757], [2.0593, -4.2521, 4.7352], [1.0072, -2.8863, 4.3613], [-1.4006, -4.0029, 0.5833], [-1.0531, -3.5897, 1.8711], [-0.1654, -2.7284, 2.0432], [-1.7309, -4.2608, 2.9096], [-1.4402, -3.9812, 4.2462], [-1.1829, -3.7374, 5.3395], [-2.7498, -5.1658, 2.6048], [-3.5759, -5.8964, 2.2755], [-2.2637, -4.5320, 0.5053], [-0.2604, -2.6454, -0.3342], [-2.2166, -1.0890, -0.2473], [-2.3298, -2.1928, -0.7587], [-1.1464, -3.1834, -0.5249], [-1.1873, -4.2310, -2.0743], [-0.6427, -5.5091, -1.7671], [-0.4902, -3.3884, -2.9926], [-2.9304, -4.1304, -2.0515], [-3.8235, -5.0458, -2.5573], [-5.1727, -4.7393, -2.5088], [-5.5900, -3.4822, -2.0320], [-4.6999, -2.5663, -1.5343], [-3.3201, -2.8961, -1.4623], [-3.4653, -5.9763, -2.9671], [-5.8993, -5.4647, -2.8356], [-6.6461, -3.2495, -2.0425], [-5.0215, -1.6132, -1.1475]], "forces_ev_per_angstrom": [[1.8305, -0.6019, -0.0158], [-0.0873, -0.1360, -0.0127], [-0.0205, -1.1507, -0.2915], [-0.2184, 0.3089, 0.4495], [-0.0059, 0.1945, 0.2586], [-0.1750, 0.0803, 0.1205], [0.1122, -0.6442, -0.3736], [-0.4528, 2.7061, 0.5200], [-1.4650, 1.0165, 1.7021], [0.5706, 0.6603, 0.2708], [0.1286, -0.4814, -0.5576], [0.0449, -0.4638, 0.7475], [-0.7113, 0.4205, -0.2312], [0.0158, -0.0393, 0.0733], [0.0212, -0.0271, 0.1548], [-0.1001, -0.0389, 0.0234], [-0.0593, -0.1533, 0.0771], [0.0357, -0.0487, -0.0434], [0.0824, 0.0860, -0.1566], [-0.2524, 0.1366, -0.1150], [0.2332, 0.1351, -0.0114], [-0.0201, -0.1757, 0.1961], [-0.2323, 0.0839, 0.0331], [0.0691, -0.1813, -0.1384], [0.1794, 0.1930, 0.0163], [-0.0641, -0.0971, 0.1308], [0.1207, 0.1941, 0.0447], [0.0316, -0.0928, -0.1528], [-0.1547, 0.0792, -0.2718], [0.1671, -0.0518, 0.3080], [0.2154, -0.3760, 0.1552], [-0.1568, 0.2350, -0.1207], [-0.0572, -0.1958, -0.3053], [-0.3282, 0.6936, -0.0996], [0.2543, -0.2331, 0.4109], [-0.1435, 0.4590, 0.0102], [0.1899, -0.4820, -0.0633], [-0.1477, 0.2303, -0.2683], [0.2497, 0.2347, 1.3373], [-0.0399, -0.5269, -1.0573], [-0.0837, 0.1649, -0.0167], [0.0836, -0.3865, -0.0390], [0.1842, -0.4673, 0.0376], [-0.2239, 0.3070, -0.2957], [0.1965, -0.4292, 0.3789], [0.6745, -1.6779, -1.1451], [-0.1544, 0.4468, 0.0403], [-0.2717, 0.3213, -0.1792], [0.5153, -1.3964, 0.8294], [0.1316, -0.3746, -0.1267], [-0.1054, 0.3949, 0.2156], [0.1415, -0.3653, -0.0855], [0.3362, -0.4805, 0.3534], [-0.0118, -0.0786, -0.0805], [0.0196, 0.0027, 0.0129], [0.0055, -0.0107, 0.0267], [-0.0095, 0.0763, 0.1006], [0.0720, 0.0142, 0.1202], [-0.0354, -0.0291, -0.1321], [-0.0792, 0.0542, -0.0724], [-0.0497, 0.0171, -0.0917], [-0.0336, 0.1022, 0.0438], [0.0566, -0.0275, 0.0628], [-0.0444, 0.0085, -0.0638], [0.0445, -0.1011, 0.0133], [0.0038, -0.0780, -0.1470], [-0.0652, 0.1056, -0.1172], [-0.3387, -0.0944, -0.3673], [-0.5221, 0.9825, -0.3224], [-0.1224, 0.1027, -0.3468], [-0.0577, -0.2382, 0.0128], [-0.1166, 0.0321, 0.0041], [0.1038, 0.0330, -0.1345], [0.1757, 0.1209, -0.0456], [0.0447, -0.0812, -0.1439], [-0.0893, 0.0319, -0.0818], [0.2203, -0.3050, 0.4801], [-1.0813, -0.7661, -0.3523], [1.3716, 1.6535, -0.2003], [0.6160, 0.6187, -0.7143], [0.2168, 0.2120, 0.2727], [0.1849, 0.1410, 0.4648], [-0.3694, -0.3766, -0.1788], [-0.2416, -0.2087, -0.1671], [-0.0402, 0.0547, -0.1468], [-0.6607, -0.6104, -0.5535], [-0.1390, 0.2101, 0.2210], [-0.2209, 0.1904, 0.0296], [-0.1669, -0.0761, -0.2008], [-0.2153, 0.1078, 0.3128], [-0.4299, -0.1144, -0.0781], [-0.1539, 0.2900, -0.0910], [1.1751, 0.3486, 0.1497], [-0.3827, -0.3833, -0.1083], [0.3322, -0.2184, -0.1056], [0.1016, 0.1782, 0.1047], [0.0372, 0.0672, -0.0677], [-0.0017, 0.0899, 0.0412], [-0.0329, -0.1694, -0.0583], [-0.0482, -0.0324, -0.1086], [-0.0058, 0.0522, 0.0226], [-0.1002, 0.0946, 0.0611]], "lumo_energy_ha": [-0.154, -0.154], "gap_ev": [3.9, 5.9], "s2": 0.774, "e_homo_ev": [-8.094, -10.091], "spin_multiplicity": 2, "charge": 1, "e_tot_ev": -98195.8250}

***

(2)
{"formula": "C42H41N4S", "method": "ωB97M-V/def2-TZVPD", "elements": ["C", "C", "C", "C", "C", "C", "C", "C", "C", "C", "C", "C", "C", "C", "N", "C", "C", "C", "C", "C", "C", "S", "C", "N", "C", "C", "H", "H", "H", "H", "H", "H", "H", "H", "H", "H", "H", "H", "H", "H", "H", "H", "H", "H", "H", "H", "C", "N", "C", "C", "C", "C", "C", "C", "C", "C", "C", "C", "C", "C", "N", "C", "C", "C", "C", "C", "C", "H", "H", "H", "H", "H", "H", "H", "H", "H", "H", "H", "H", "H", "H", "H", "H", "H", "H", "H", "H", "H"], "xyz": [[-1.6156, 4.1642, 6.4076], [-1.3552, 2.8009, 6.2272], [-0.7785, 2.3532, 5.0377], [-0.4813, 3.2576, 4.0149], [0.1523, 2.7293, 2.7305], [1.6788, 2.8683, 2.7240], [2.4134, 2.0338, 1.8749], [3.8064, 1.9834, 1.9487], [4.4828, 2.8619, 2.8062], [3.7638, 3.8083, 3.5448], [2.3633, 3.8154, 3.5034], [-0.3870, 3.3502, 1.4296], [-1.8804, 3.5809, 1.3992], [-2.3313, 4.1407, 0.0742], [-1.6178, 3.4800, -1.0228], [-2.0585, 3.5316, -2.3509], [-1.1943, 2.8495, -3.2121], [-1.5367, 2.6942, -4.5550], [-2.7789, 3.1745, -4.9948], [-3.6461, 3.8357, -4.1149], [-3.2788, 4.0475, -2.7815], [0.1947, 2.2213, -2.3516], [-0.4834, 2.7440, -0.8108], [0.0104, 2.4325, 0.3420], [-0.7315, 4.6210, 4.1958], [-1.2924, 5.0743, 5.3979], [-2.0613, 4.5166, 7.3389], [-1.5975, 2.0834, 7.0123], [-0.5427, 1.2957, 4.8947], [-0.0853, 1.6518, 2.6792], [1.8667, 1.4294, 1.1478], [4.3531, 1.2620, 1.3408], [5.5684, 2.8151, 2.8945], [4.2844, 4.5389, 4.1688], [1.8048, 4.5501, 4.0888], [0.1246, 4.3334, 1.2934], [-2.3687, 2.6156, 1.5915], [-2.1741, 4.2658, 2.1991], [-3.4046, 3.9829, -0.0493], [-2.1532, 5.2257, 0.0216], [-0.8406, 2.1955, -5.2250], [-3.0743, 3.0333, -6.0326], [-4.6132, 4.1890, -4.4704], [-3.9303, 4.5814, -2.0876], [-0.4698, 5.3416, 3.4145], [-1.4744, 6.1418, 5.5322], [3.7081, -3.6366, -6.4740], [3.1999, -2.5737, -5.6512], [3.5785, -1.2042, -5.9256], [2.8843, -0.3966, -4.8016], [2.1965, -1.4235, -3.9670], [2.4053, -2.6947, -4.5587], [1.8013, -3.8512, -4.0365], [0.9864, -3.7188, -2.9264], [0.8903, -2.4765, -2.1986], [0.2701, -2.3113, -0.9335], [-0.1752, -3.3532, -0.0729], [-1.0923, -3.0050, 0.9693], [-1.6697, -3.9801, 1.7482], [-1.3539, -5.3440, 1.5269], [-2.0593, -6.1290, 2.3791], [-2.0388, -7.5652, 2.4442], [-2.8671, -5.3684, 3.3071], [-2.6386, -3.8982, 2.8772], [-0.4136, -5.7281, 0.5569], [0.2141, -4.7377, -0.1779], [1.4600, -1.3158, -2.8127], [3.2962, -4.5944, -6.1471], [3.4345, -3.4576, -7.5231], [4.8065, -3.6736, -6.4127], [4.6727, -1.0853, -5.9081], [3.2351, -0.8977, -6.9255], [3.6207, 0.1843, -4.2345], [2.1713, 0.3179, -5.2348], [1.9723, -4.8127, -4.5225], [0.4098, -4.5824, -2.6032], [0.0909, -1.2842, -0.6035], [-1.3595, -1.9598, 1.1203], [-1.6417, -7.9796, 1.5130], [-1.4209, -7.9201, 3.2832], [-3.0640, -7.9262, 2.6010], [-3.9213, -5.6735, 3.2426], [-2.5406, -5.5350, 4.3452], [-2.2368, -3.3190, 3.7171], [-3.5875, -3.4336, 2.5858], [-0.1875, -6.7857, 0.4148], [1.0123, -5.0282, -0.8569], [1.3212, -0.3448, -2.3409]], "forces_ev_per_angstrom": [[0.0807, -0.1088, -0.1038], [0.0497, 0.1650, -0.1032], [-0.1303, 0.3221, 0.0863], [0.2269, -0.0519, -0.4166], [0.0474, 0.1255, 0.2716], [0.1930, 0.1947, 0.0639], [0.3299, -0.3536, 0.1769], [-0.1659, 0.4701, 0.2378], [-0.1583, 0.0085, -0.0088], [-0.1741, -0.1571, -0.2087], [0.0852, -0.3624, -0.1209], [0.1983, -0.0526, -0.1506], [-0.3074, -0.3292, 0.6406], [0.0933, 0.1400, -0.3267], [-0.3560, 0.7926, -0.4899], [-0.0397, -0.3004, 0.5090], [-0.5850, 0.1432, -0.6653], [-0.1499, 0.1258, 0.3401], [0.1489, 0.0477, 0.1728], [0.3753, -0.0297, 0.0781], [0.0472, -0.0532, -0.2715], [-0.0785, -0.1243, 0.0098], [-0.1066, -0.4347, 1.6058], [0.1714, 1.0991, -1.4426], [-0.1329, -0.0163, 0.5805], [0.0836, -0.1812, -0.2498], [0.1275, -0.1002, -0.2719], [0.0664, 0.2415, -0.1747], [-0.1281, 0.2924, 0.0624], [0.1097, 0.3454, -0.0258], [0.2994, 0.0141, 0.4952], [-0.0724, 0.2467, 0.1316], [-0.2638, 0.0482, -0.0638], [-0.1300, -0.2855, -0.2057], [0.2462, -0.3566, -0.0727], [-0.1758, -0.5246, -0.1054], [-0.0194, 0.1548, -0.0143], [-0.1108, -0.1487, -0.1689], [0.0610, -0.0386, -0.0729], [0.0240, -0.2376, -0.0456], [-0.2566, 0.0393, -0.0091], [0.1008, 0.0344, 0.2270], [0.2753, -0.0525, 0.0782], [0.1654, -0.2085, -0.2921], [-0.1093, -0.2555, 0.2574], [0.0196, -0.3161, 0.0254], [0.1241, -0.1794, -0.2200], [-0.5561, -0.5336, 0.6928], [0.0524, 0.5829, 0.0403], [0.3177, 0.8797, -0.3462], [-0.6892, -0.2921, 0.8081], [0.6602, 0.3567, -0.5591], [-0.3707, -0.2124, 0.3146], [0.5085, 0.1808, -0.0042], [-0.2992, -0.0038, -0.0461], [0.0597, -1.1944, -0.5028], [0.3099, 0.0058, 0.0854], [-0.3641, -0.5424, 0.4297], [0.7330, 0.4597, -0.7599], [-0.6066, -0.2304, 0.5139], [0.6018, 0.1190, -0.7827], [0.0841, -0.2899, 0.0943], [-0.1777, 0.4407, 0.3248], [-0.6396, 0.3265, 0.7067], [0.3647, 0.0837, -0.2738], [-0.5854, 0.0905, 0.0337], [0.5345, 0.0047, -0.5707], [0.1419, 0.1718, -0.1665], [0.0259, -0.1362, 0.2109], [-0.2644, -0.0544, 0.0150], [-0.2438, -0.1326, 0.0244], [0.0640, -0.1549, 0.2228], [-0.2118, -0.0907, -0.0413], [0.1432, -0.1408, 0.1842], [-0.3750, 0.2521, 0.1871], [0.1776, 0.2847, -0.1274], [0.0517, -0.2238, -0.0744], [0.0785, -0.1509, -0.0652], [-0.1694, 0.0124, 0.2132], [-0.1169, 0.0635, -0.1891], [0.2588, -0.0011, -0.1320], [0.2331, 0.0469, -0.0428], [-0.0330, -0.0641, -0.2650], [-0.0839, -0.0332, -0.2194], [0.2194, -0.0044, -0.0018], [0.2112, 0.4076, 0.0478], [-0.1871, 0.1187, 0.3055], [0.0428, -0.1946, -0.0342]], "lumo_energy_ha": -0.148, "gap_ev": 5.6, "e_homo_ev": -9.629, "charge": 1, "e_tot_ev": -61009.8073}

***

What is the formula in the second record? C42H41N4S